Record 1
2 unconnected molecules or ions with the total composition C9H22FNOP2S, computed with wB97M-V/def2-TZVPD.

Each atom is followed by the atoms it is bonded to, with distances in Å.
Cartesian coordinates (Å):
1 S -0.49440 -0.83656 3.28631  P2 1.945
2 P 0.50054 -0.52349 1.64469  S1 1.945, P3 2.212, H16 1.449, H18 1.469
3 P -0.75074 0.18987 -0.03433  P2 2.212, C9 1.911, C13 1.929, C15 1.948
4 F -2.73136 2.04631 -0.63081  C9 1.487
5 O 2.96426 -2.40165 1.77066  C14 1.323
6 N -1.43675 0.39607 -3.33708  C11 1.389, H23 1.064
7 C -2.13120 2.10661 1.81464  C8 1.672, C9 1.643, H33 1.171, H35 1.177
8 C -2.50520 3.73191 1.93716  C7 1.672, H19 1.194, H24 1.190, H25 1.172
9 C -1.57137 1.88579 0.28632  P3 1.911, F4 1.487, C7 1.643, H17 1.170
10 C 2.90211 -4.60077 1.08753  C14 1.539, H22 1.097, H26 1.096, H29 1.097
11 C -0.22508 0.91354 -2.89787  N6 1.389, C12 1.673, C15 1.640
12 C 0.60357 2.02635 -3.83188  C11 1.673, H27 1.171, H34 1.178, H36 1.187
13 C -2.06602 -1.13682 -0.51491  P3 1.929, H20 1.185, H21 1.190, H28 1.175
14 C 3.73040 -3.47987 1.74037  O5 1.323, C10 1.539, H30 1.101, H31 1.101
15 C 0.50584 0.48091 -1.49463  P3 1.948, C11 1.640, H32 1.184, H37 1.186
16 H 1.63672 0.36543 1.78444  P2 1.449
17 H -0.80303 2.72674 0.01708  C9 1.170
18 H 1.05024 -1.80930 1.19340  P2 1.469
19 H -3.62178 3.87852 2.33266  C8 1.194
20 H -2.70570 -1.42642 0.44008  C13 1.185
21 H -1.52863 -2.09215 -0.97792  C13 1.190
22 H 1.99484 -4.82757 1.66148  C10 1.097
23 H -1.59705 0.89538 -4.26304  N6 1.064
24 H -2.48496 4.18918 0.83905  C8 1.190
25 H -1.75131 4.28370 2.64555  C8 1.172
26 H 3.49632 -5.52077 1.03895  C10 1.096
27 H -0.06008 2.38241 -4.72827  C12 1.171
28 H -2.78991 -0.74150 -1.35182  C13 1.175
29 H 2.60669 -4.34782 0.06145  C10 1.097
30 H 4.08192 -3.90035 2.69554  C14 1.101
31 H 4.66775 -3.44105 1.16359  C14 1.101
32 H 1.18635 1.38600 -1.14865  C15 1.184
33 H -1.25654 1.85189 2.54999  C7 1.171
34 H 0.90821 2.88244 -3.08298  C12 1.178
35 H -3.10144 1.49200 2.07318  C7 1.177
36 H 1.59284 1.46089 -4.16463  C12 1.187
37 H 1.18396 -0.48582 -1.60533  C15 1.186

HOMO-LUMO gap = 5.48 eV
E_HOMO = -0.2169 Ha
Net charge = 0

---

Record 2
A gas-phase ion, C10H16IN3O2PS (charge +1), computed with wB97M-V/def2-TZVPD.

Each atom is followed by the atoms it is bonded to, with distances in Å.
Cartesian coordinates (Å):
1 I -1.00880 -2.40934 -1.41329  C16 2.131
2 S 4.58909 0.91013 1.51434  P3 1.910
3 P 3.07541 1.95997 1.00886  S2 1.910, N7 1.793, H27 1.407, H28 1.404
4 O -0.67991 0.87108 -2.57089  C9 1.211
5 O 0.66450 2.41234 -1.61619  C9 1.383, C18 1.426
6 N 1.60808 -0.22510 1.62573  N7 1.367, C12 1.294
7 N 1.57431 0.97899 0.98018  P3 1.793, N6 1.367, C14 1.305
8 N -0.38796 0.16053 0.74243  C10 1.471, C12 1.379, C14 1.341
9 C 0.44452 1.22694 -2.29393  O4 1.211, O5 1.383, C17 1.499
10 C -1.80359 -0.00245 0.37824  N8 1.471, C16 1.529, H32 1.087, H34 1.084
11 C 0.99161 -2.94863 2.03666  C13 1.328, H30 1.079, H33 1.078
12 C 0.41292 -0.69506 1.46867  N6 1.294, N8 1.379, C13 1.468
13 C 0.05832 -2.00450 2.02836  C11 1.328, C12 1.468, H19 1.077
14 C 0.40158 1.20483 0.45375  N7 1.305, N8 1.341, C18 1.505
15 C -3.66382 -1.28124 -0.55837  C16 1.526, H23 1.082, H24 1.088, H26 1.085
16 C -2.25162 -1.41602 0.00420  I1 2.131, C10 1.529, C15 1.526, H25 1.080
17 C 1.64454 0.42147 -2.69191  C9 1.499, H20 1.082, H22 1.086, H29 1.085
18 C 0.05542 2.44397 -0.32721  O5 1.426, C14 1.505, H21 1.084, H31 1.084
19 H -0.90165 -2.21553 2.46912  C13 1.077
20 H 1.50297 0.09839 -3.71463  C17 1.082
21 H -1.01737 2.56768 -0.42136  C18 1.084
22 H 2.55983 1.00388 -2.63906  C17 1.086
23 H -4.14116 -2.25064 -0.61824  C15 1.082
24 H -4.26746 -0.63955 0.07988  C15 1.088
25 H -2.35148 -1.98110 0.91893  C16 1.080
26 H -3.64226 -0.83763 -1.54873  C15 1.085
27 H 2.79387 2.92042 1.99713  P3 1.407
28 H 3.15353 2.60397 -0.23617  P3 1.404
29 H 1.71695 -0.47208 -2.08128  C17 1.085
30 H 2.03565 -2.68034 1.99706  C11 1.079
31 H 0.49908 3.28688 0.18922  C18 1.084
32 H -2.39103 0.31120 1.23797  C10 1.087
33 H 0.76170 -4.00192 2.03263  C11 1.078
34 H -2.03579 0.67845 -0.43207  C10 1.084

HOMO-LUMO gap = 8.89 eV
E_HOMO = -0.4602 Ha
Net charge = +1
SMILES = C=Cc1nn([PH2]=S)c(COC(C)=O)[n+]1C[C@@H](C)I

---

Record 3
A single C3H3BrS molecule, computed with wB97M-V/def2-TZVPD.

Each atom is followed by the atoms it is bonded to, with distances in Å.
Cartesian coordinates (Å):
1 Br -1.75548 -0.37716 -1.83076  C3 1.828
2 S 1.17518 0.08265 1.01628  C4 1.855, C5 1.674
3 C -0.45590 0.50871 -0.89893  Br1 1.828, C4 1.459
4 C -0.57430 0.49386 0.55547  S2 1.855, C3 1.459, H6 1.109, H7 1.177
5 C 1.46102 -0.73782 -0.41457  S2 1.674, H8 1.047
6 H -1.11153 -0.34035 1.05104  C4 1.109
7 H -1.18916 1.44501 0.87588  C4 1.177
8 H 2.45016 -1.07489 -0.35441  C5 1.047

HOMO-LUMO gap (spin up / spin down) = 7.56 / 7.56 eV
E_HOMO (spin up / spin down) = -0.2984 / -0.2984 Ha
ΔE to the lowest compared entry with this formula, charge and spin = 108.6 kcal/mol
Net charge = 0

---

Record 4
A single C8H10N2O molecule, computed with wB97M-V/def2-TZVPD.

Each atom is followed by the atoms it is bonded to, with distances in Å.
Cartesian coordinates (Å):
1 O -1.23737 -0.93357 1.82091  C6 1.325, C10 1.356
2 N 0.11544 0.15121 0.36869  N3 1.374, C9 1.506, C10 1.375
3 N 1.20271 0.41514 -0.42886  N2 1.374, C4 1.244
4 C 0.86642 1.21364 -1.32183  N3 1.244, C5 1.502, C8 1.481
5 C -0.54812 1.71499 -1.25261  C4 1.502, C9 1.486, H15 1.104, H19 1.138
6 C -1.33893 -2.08270 2.47230  O1 1.325, C11 1.400, H18 1.173
7 C 0.81412 -1.86441 1.83606  C10 1.408, C11 1.419, H13 1.036
8 C 1.60602 1.70152 -2.50874  C4 1.481, H12 1.050, H16 1.043, H17 1.068
9 C -1.10774 0.72418 -0.29732  N2 1.506, C5 1.486, H14 1.097, H21 1.037
10 C 0.03121 -0.79359 1.36415  O1 1.356, N2 1.375, C7 1.408
11 C -0.09955 -2.73389 2.48526  C6 1.400, C7 1.419, H20 1.108
12 H 1.15307 2.60927 -2.78021  C8 1.050
13 H 1.66319 -2.29169 1.42518  C7 1.036
14 H -1.56250 -0.05912 -0.91670  C9 1.097
15 H -0.62521 2.77487 -0.95300  C5 1.104
16 H 2.61222 1.82192 -2.26139  C8 1.043
17 H 1.48497 0.94400 -3.25211  C8 1.068
18 H -2.41224 -2.34415 2.86768  C6 1.173
19 H -1.02855 1.56130 -2.27243  C5 1.138
20 H 0.16688 -3.57294 3.15886  C11 1.108
21 H -1.75605 1.04403 0.44611  C9 1.037

HOMO-LUMO gap = 7.79 eV
E_HOMO = -0.2551 Ha
ΔE to the lowest compared entry with this formula, charge and spin = 79.3 kcal/mol
Net charge = 0
SMILES = CC1=NN(c2ccco2)CC1

---

Record 5
A single C5H10O2 molecule, computed with wB97M-V/def2-TZVPD.

Each atom is followed by the atoms it is bonded to, with distances in Å.
Cartesian coordinates (Å):
1 O -2.40263 0.83538 0.73774  C3 1.430, C6 1.433
2 O 1.50538 -0.64954 0.41165  C4 1.447, C7 1.680, H12 0.969
3 C -1.02663 1.09398 1.02967  O1 1.430, C5 1.542, H8 1.096, H11 1.100
4 C 0.18536 -0.85880 -0.14386  O2 1.447, C5 1.510, H13 1.095, H17 1.092
5 C -0.56616 0.44227 -0.28985  C3 1.542, C4 1.510, C6 1.539, H16 1.095
6 C -2.07525 0.28315 -0.54395  O1 1.433, C5 1.539, H9 1.096, H14 1.098
7 C 2.73247 -1.08192 -0.65136  O2 1.680, H10 1.109, H15 1.106
8 H -0.81770 2.16650 1.12077  C3 1.096
9 H -2.47343 0.88535 -1.36862  C6 1.096
10 H 3.03329 -0.05144 -0.93103  C7 1.109
11 H -0.69956 0.58505 1.94830  C3 1.100
12 H 1.59593 0.25401 0.74988  O2 0.969
13 H -0.33846 -1.54410 0.53043  C4 1.095
14 H -2.43199 -0.74974 -0.64808  C6 1.098
15 H 3.45734 -1.36514 0.13432  C7 1.106
16 H -0.05018 1.11007 -0.98783  C5 1.095
17 H 0.37220 -1.35508 -1.09818  C4 1.092

HOMO-LUMO gap = 8.11 eV
E_HOMO = -0.2807 Ha
ΔE to the lowest compared entry with this formula, charge and spin = 148.9 kcal/mol
Net charge = 0